1.
{
  "formula": "C5H11NO",
  "method": "wB97M-V/def2-TZVPD",
  "symbols": ["C", "N", "C", "C", "C", "C", "H", "H", "H", "H", "H", "H", "H", "H", "H", "H", "H", "O"],
  "positions_angstrom": [[1.131, 0.116, 1.366], [0.004, 0.354, 0.435], [-0.583, -0.738, -0.301], [-1.889, -0.391, -0.934], [-0.268, -0.586, -1.772], [1.246, -0.494, -1.927], [0.883, -0.766, 2.080], [2.202, -0.042, 0.969], [1.188, 1.020, 2.017], [0.403, 0.824, -0.439], [-0.294, -1.722, 0.001], [-2.508, -0.742, -1.660], [-0.659, -1.246, -2.552], [1.739, -1.280, -2.398], [1.687, 0.439, -1.658], [-0.937, 1.464, 1.721], [-2.151, 1.772, 2.543], [-1.193, 2.019, 2.509]],
  "forces_ev_per_a": [[0.6221, -0.9783, 1.4438], [1.7824, 0.9413, -1.9174], [-3.5373, -0.2765, 0.8596], [5.2257, 2.6233, 1.9924], [4.4619, -0.7644, -3.8176], [-6.3678, 1.2371, 0.7837], [0.3766, 1.4220, -1.2873], [-1.7691, 0.0092, 0.0524], [-0.0273, -0.6903, -0.4152], [-0.8118, 0.5866, 2.5537], [0.0724, -0.6709, 0.8487], [-1.5737, -2.3794, -1.3084], [-0.0343, -0.2331, 0.7192], [0.7350, -0.6931, -1.5239], [0.9461, -0.1701, 1.1025], [0.0912, 0.6491, 0.5655], [1.0789, 0.5842, 0.2744], [-1.2709, -1.1967, -0.9260]],
  "homo_energy_ha": -0.286,
  "energy_ha": -326.7850,
  "e_above_lowest_kcal_mol": 217.3
}


2.
{
  "formula": "C5H11NO",
  "method": "wB97M-V/def2-TZVPD",
  "symbols": ["C", "C", "C", "C", "N", "C", "O", "H", "H", "H", "H", "H", "H", "H", "H", "H", "H", "H"],
  "positions_angstrom": [[-1.861, -0.595, -1.022], [-1.301, 0.305, 0.076], [0.224, 0.421, 0.068], [0.734, 1.461, 1.088], [0.807, -0.897, 0.295], [2.101, -1.153, -0.013], [2.857, -0.344, -0.518], [-1.602, -0.211, -2.015], [-1.462, -1.613, -0.952], [-2.952, -0.663, -0.956], [-1.720, 1.314, -0.020], [-1.618, -0.062, 1.065], [0.555, 0.720, -0.933], [1.106, 2.359, 0.586], [-0.057, 1.772, 1.780], [1.560, 1.052, 1.673], [0.267, -1.605, 0.767], [2.410, -2.187, 0.236]],
  "forces_ev_per_a": [[-0.0090, -0.0517, -0.0573], [-0.0239, 0.0160, 0.0408], [-0.0630, 0.1430, -0.0455], [0.0213, 0.0601, 0.0319], [0.1584, 0.0063, 0.0013], [0.0076, 0.0574, -0.0183], [-0.1946, -0.2359, 0.1252], [-0.0370, -0.0392, 0.1464], [-0.0652, 0.1339, -0.0160], [0.1498, 0.0252, -0.0230], [0.0972, -0.1451, 0.0197], [0.0502, 0.0687, -0.1237], [-0.0543, -0.0196, 0.1186], [-0.0777, -0.1198, 0.0416], [0.0871, -0.1245, -0.0798], [-0.0898, 0.0768, -0.0991], [0.0692, 0.0155, -0.0254], [-0.0265, 0.1328, -0.0372]],
  "homo_energy_ha": -0.358,
  "energy_ha": -327.1197,
  "e_above_lowest_kcal_mol": 7.3,
  "smiles": "CC[C@@H](C)NC=O"
}


In eV, the Kohn-Sham gap values for the records above are, in order, 6.63; 10.67.
In eV/Å, the max |F| values for the records above are, in order, 6.5; 0.3.